DFT (ωB97M-V/def2-TZVPD) results for a molecular structure, C23H32N2O3PPtS2.

Values from the calculation:
ΔE to the lowest compared entry with this formula, charge and spin: 0.000 eV
Max |F|: 0.0149 hartree/bohr
Total energy: -2486.92696 Ha
HOMO-LUMO gap: 6.687 eV
Highest occupied orbital energy: -18.1506 eV
Multiplicity: 1
Charge: +3

Atoms and positions in Å:
Pt  0.089  -0.040  -0.434
S  2.845  0.590  1.000
S  -0.070  1.819  0.879
P  -0.556  -2.223  -0.174
O  -3.877  -0.517  -1.253
O  -1.873  0.212  -0.666
O  2.117  0.021  -0.288
N  -2.634  2.438  1.143
N  -1.505  3.418  -0.678
C  4.127  -0.639  1.314
C  1.931  -1.810  -3.946
C  5.414  1.178  0.371
C  -1.591  2.635  0.371
C  -0.662  -2.711  3.749
C  -0.925  -2.315  2.454
C  0.967  -3.656  1.676
C  1.202  -4.054  2.979
C  -3.119  3.902  -2.504
C  0.648  -1.297  -3.882
C  -2.771  -0.741  -0.880
C  -0.104  -1.480  -2.730
C  -4.050  2.830  0.953
C  0.481  -2.117  -1.593
C  2.500  -2.489  -2.852
C  -2.468  4.402  -1.228
C  1.804  -2.629  -1.685
C  -2.304  -2.173  -0.575
C  -0.085  -2.764  1.418
C  5.240  -0.337  0.320
C  4.013  1.797  0.301
C  -4.924  1.921  1.793
C  0.395  -3.580  4.008
H  -3.780  4.673  -2.897
H  -2.459  1.859  1.951
H  6.153  -0.864  0.594
H  -2.890  -2.604  0.240
H  3.655  1.940  -0.719
H  -2.373  3.686  -3.269
H  -1.147  -1.190  -2.743
H  0.205  -0.804  -4.736
H  -1.758  -1.652  2.251
H  -4.176  3.870  1.253
H  -0.620  3.377  -1.161
H  -2.482  -2.799  -1.453
H  3.491  -2.913  -2.946
H  3.662  -1.623  1.257
H  6.025  1.552  -0.449
H  5.903  1.470  1.301
H  -3.708  3.001  -2.329
H  -4.290  2.724  -0.104
H  2.501  -1.712  -4.861
H  1.996  -4.757  3.191
H  4.442  -0.460  2.346
H  -4.826  0.882  1.476
H  -5.967  2.207  1.671
H  3.900  2.729  0.852
H  0.578  -3.908  5.024
H  -1.288  -2.364  4.559
H  -4.685  2.008  2.854
H  1.568  -4.068  0.879
H  -3.196  4.640  -0.461
H  -1.892  5.309  -1.405
H  2.252  -3.137  -0.845
H  4.950  -0.661  -0.682

Atom charges from the natural (NBO) analysis, given in e for atoms 1 to 8: 0.91, 1.19, -0.02, 1.54, -0.49, -0.73, -0.94, -0.53